Record 1
# C5H12O

A cluster of 2 separate species, C5H12O in total at a distorted geometry (ωB97M-V/def2-TZVPD, the OMol25 dataset).

Energy above the lowest of the compared OMol25 structures with the same formula, charge and spin ... 29.7 kcal/mol
DFT total energy ... -7426.024 eV
F_max ... 1.144 eV Å⁻¹
HOMO energy ... -9.20 eV
SMILES ... C=CO.CCC
Kohn-Sham gap ... 10.039 eV

```
18
Properties=species:S:1:pos:R:3:forces:R:3:mulliken_charge:R:1
H -0.681 0.136 -0.704 0.1 0.2 0.2 0.273
H 0.373 -1.103 -1.353 0.1 -0.1 0.0 0.327
H -1.439 -0.391 -4.412 -0.2 0.0 0.0 0.312
H 2.194 2.262 3.849 -0.1 -0.2 0.2 0.271
H 1.877 0.217 5.335 0.0 0.3 0.0 0.240
C -1.578 -0.973 -2.287 0.4 0.0 -0.1 -0.106
C 1.780 1.307 3.530 -0.2 0.1 -0.5 0.092
H 0.026 -0.145 -3.488 -0.1 -0.4 0.0 0.297
C -0.656 -0.884 -1.076 -0.3 0.2 0.1 -1.132
H 1.275 2.103 1.833 0.1 0.1 0.1 0.330
O 1.491 1.237 2.188 -0.1 -0.1 0.0 -0.472
H -1.236 0.973 -3.282 -0.4 -0.4 0.0 0.300
C 1.583 0.251 4.296 0.3 -0.4 0.5 -0.701
H -1.606 -2.000 -2.646 -0.2 -0.2 0.1 0.277
H -2.585 -0.662 -2.010 -0.1 -0.2 0.0 0.240
C -1.069 -0.108 -3.429 0.7 0.9 -0.1 -1.110
H -0.956 -1.533 -0.250 0.0 0.0 -0.2 0.323
H 1.207 -0.686 3.906 -0.1 0.2 -0.2 0.237
```
Forces are in eV/Å.

Record 2
# C4H6O2

The molecule C4H6O2 (ωB97M-V/def2-TZVPD, the OMol25 dataset).

Energy above the lowest of the compared OMol25 structures with the same formula, charge and spin ... 64.8 kcal/mol
DFT total energy ... -8337.653 eV
F_max ... 0.342 eV Å⁻¹
HOMO energy ... -9.75 eV
SMILES ... C1O[C@H]2CO[C@@H]12
Kohn-Sham gap ... 10.831 eV

```
12
Properties=species:S:1:pos:R:3:forces:R:3:mulliken_charge:R:1
C -0.881 0.106 0.016 -0.3 0.1 0.2 0.054
H -1.838 0.626 -0.051 0.1 -0.1 0.1 0.410
O 0.865 -0.139 1.187 0.2 -0.1 0.0 -0.435
C 0.720 0.126 -1.279 0.3 0.1 -0.1 -0.481
C -0.463 -0.710 1.231 -0.2 -0.2 0.1 -0.498
O -0.524 -0.597 -1.184 -0.1 0.0 -0.2 -0.445
H -0.478 -1.782 1.011 0.1 0.1 0.2 0.244
H 0.644 0.872 -2.080 0.1 0.0 0.1 0.243
C 0.516 0.732 0.104 0.1 0.3 -0.2 -0.007
H -0.958 -0.505 2.189 0.1 0.1 -0.2 0.258
H 0.794 1.774 0.279 -0.1 -0.2 0.0 0.383
H 1.604 -0.504 -1.424 -0.2 0.0 0.1 0.274
```
Forces are in eV/Å.

Record 3
# C3H6N4O

The molecule C3H6N4O at a distorted geometry (ωB97M-V/def2-TZVPD, the OMol25 dataset).

Energy above the lowest of the compared OMol25 structures with the same formula, charge and spin ... 53.6 kcal/mol
DFT total energy ... -11214.452 eV
F_max ... 2.056 eV Å⁻¹
HOMO energy ... -9.77 eV
SMILES ... [H]/N=C\N(N)/C=N\C=O
Kohn-Sham gap ... 9.701 eV

```
14
Properties=species:S:1:pos:R:3:forces:R:3:mulliken_charge:R:1
N -0.748 1.827 0.379 -0.3 -0.5 -1.1 -0.510
H 0.879 -2.696 -0.308 0.0 0.1 0.4 0.324
H 0.115 3.406 -0.570 -0.1 0.4 0.0 0.405
O 0.215 1.833 -1.785 -0.7 -0.2 0.4 -0.567
C -0.904 0.569 0.600 1.0 -0.9 0.4 0.236
H -1.246 -1.786 1.438 0.3 -0.2 0.2 0.247
N 0.198 -2.881 0.437 -0.7 0.9 0.3 -0.629
H 1.853 -0.111 0.068 -1.2 -0.4 -0.9 0.228
H -1.723 0.306 1.290 0.4 -0.2 -0.3 0.255
C -0.387 -1.801 0.766 -0.4 -1.2 -0.4 0.088
H 0.908 0.020 -1.322 0.0 1.0 -1.0 0.268
N 1.069 -0.517 -0.509 0.9 0.3 1.8 -0.666
N -0.117 -0.527 0.248 -0.1 1.0 0.1 0.230
C -0.112 2.356 -0.731 0.9 0.0 0.2 0.089
```
Forces are in eV/Å.

Record 4
# C7H8N4O2

The molecule C7H8N4O2 at a distorted geometry (ωB97M-V/def2-TZVPD, the OMol25 dataset).

Energy above the lowest of the compared OMol25 structures with the same formula, charge and spin ... 120.0 kcal/mol
DFT total energy ... -17434.249 eV
Spin multiplicity ... 3
F_max ... 5.551 eV Å⁻¹
HOMO energy (alpha / beta) ... -7.21 / -9.55 eV
Kohn-Sham gap (alpha / beta) ... 6.806 / 6.968 eV
<S²> ... 2.05

```
21
Properties=species:S:1:pos:R:3:forces:R:3:mulliken_charge:R:1
N -1.011 -0.253 -0.593 -3.2 4.4 0.8 -0.203
C 1.432 0.372 -0.164 -0.7 2.0 -2.4 -0.332
C 0.597 -1.861 -0.325 0.9 -1.0 -0.6 0.398
H 1.395 -0.157 2.567 -0.9 -1.1 -0.9 0.316
N -0.564 0.923 -1.127 -0.9 -2.8 -0.5 0.149
C 0.752 1.105 -1.106 3.2 1.4 0.6 -0.274
O 3.350 -0.016 0.883 0.4 0.4 -0.1 -0.581
N 2.818 0.662 0.013 0.8 -0.9 0.0 0.992
H 1.358 -2.078 2.163 -0.8 3.1 -0.5 0.297
C 0.803 -0.733 0.510 2.3 -1.5 0.8 0.818
C -2.311 -0.087 -0.138 0.8 1.4 -4.4 -0.011
H -2.570 -0.832 0.469 -1.3 -3.1 2.3 0.463
H -4.310 0.488 -0.435 0.1 0.3 0.0 0.268
N 0.492 -2.688 -1.128 0.0 0.0 0.6 -0.601
C -3.285 0.683 -0.733 0.7 1.2 0.9 -0.800
H 1.273 1.898 -1.772 -1.1 -1.4 1.4 0.387
C 0.856 -0.948 1.954 1.5 -2.6 1.7 -1.265
H -3.070 1.644 -1.284 -0.5 -1.4 0.3 0.142
H -1.250 1.577 -1.378 -0.4 1.2 -0.7 0.109
O 3.386 1.497 -0.677 -0.3 -0.1 0.3 -0.640
H -0.140 -1.193 2.301 -0.5 0.5 0.5 0.366
```
Forces are in eV/Å.

Record 5
# C5H7NOS2

The molecule C5H7NOS2 at a distorted geometry (ωB97M-V/def2-TZVPD, the OMol25 dataset).

Energy above the lowest of the compared OMol25 structures with the same formula, charge and spin ... 133.2 kcal/mol
DFT total energy ... -30500.156 eV
F_max ... 5.141 eV Å⁻¹
HOMO energy (alpha / beta) ... -8.52 / -8.56 eV
Kohn-Sham gap (alpha / beta) ... 6.980 / 8.051 eV

```
16
Properties=species:S:1:pos:R:3:forces:R:3:mulliken_charge:R:1
C -1.365 0.689 0.769 -0.1 -4.6 -2.4 -0.593
H 0.074 -0.671 1.739 -1.0 -1.3 -0.2 0.334
C 0.151 -0.979 -0.415 1.3 0.5 0.9 0.199
C 0.178 0.495 -0.779 0.3 1.3 -0.1 -0.221
S 2.911 0.265 0.276 2.3 -2.3 -2.8 0.360
H -1.401 -1.634 0.732 0.1 0.2 1.9 0.371
S 1.804 -1.794 -0.104 -0.6 1.5 -0.6 -0.215
H 2.696 2.130 -1.464 0.2 -1.5 0.4 0.365
O 2.116 0.870 1.272 -1.8 2.2 2.3 -0.454
C 2.926 1.044 -1.267 -1.5 -0.7 -0.3 -0.517
H -1.255 1.198 1.633 -0.2 1.7 2.8 0.377
C -0.683 -0.823 0.937 0.0 1.7 -2.3 -0.629
N -0.556 1.333 -0.242 1.0 -0.6 -1.4 -0.409
H -0.269 -1.485 -1.291 -0.3 -0.1 0.6 0.405
H 3.106 0.280 -2.079 0.1 1.3 0.9 0.311
H -2.394 0.495 0.421 0.3 0.8 0.3 0.317
```
Forces are in eV/Å.

Record 6
# C5H8F3N2O

A cluster of 2 separate species, C5H8F3N2O in total at a distorted geometry (ωB97M-V/def2-TZVPD, the OMol25 dataset).

Energy above the lowest of the compared OMol25 structures with the same formula, charge and spin ... 64.4 kcal/mol
DFT total energy ... -18485.002 eV
Total charge ... +1
F_max ... 4.913 eV Å⁻¹
HOMO energy ... -15.14 eV
Kohn-Sham gap ... 11.053 eV

```
19
Properties=species:S:1:pos:R:3:forces:R:3:mulliken_charge:R:1
F 0.612 1.027 2.230 0.1 0.1 -0.1 -0.260
F -0.933 -0.469 2.157 -0.1 -0.1 -0.1 -0.265
H -0.641 2.878 -0.297 -0.1 0.0 0.1 0.292
H 0.212 1.888 -1.541 0.0 -0.1 -0.1 0.269
H -0.565 -2.183 0.166 0.2 0.2 0.0 0.309
H -1.712 0.249 -1.602 0.1 0.0 0.0 0.255
N 2.031 -0.405 -0.558 0.7 -0.5 -0.2 -0.330
C -0.489 1.894 -0.720 0.1 0.2 0.0 -0.570
C -1.638 0.918 -0.759 -0.1 0.0 0.0 -0.568
C 0.811 -0.770 -0.324 -3.0 3.4 1.8 0.352
N 0.353 -1.975 -0.218 -0.2 -0.9 -0.2 0.009
H 2.304 0.568 -0.560 -0.2 -0.1 0.0 0.258
C -0.526 0.742 0.200 2.4 -3.0 -1.6 0.105
O 1.243 -3.043 -0.274 0.3 0.3 0.3 -0.426
H -2.596 1.216 -0.360 0.0 0.1 0.2 0.298
H 2.760 -1.108 -0.650 -0.1 0.2 -0.1 0.256
F -1.464 1.628 2.131 -0.1 0.1 -0.2 -0.234
C -0.579 0.739 1.693 0.2 -0.2 0.4 0.880
H 0.817 -3.796 -0.713 -0.2 0.3 -0.2 0.370
```
Forces are in eV/Å.

Record 7
# C9H19ClNO2S

A cluster of 2 separate species, C9H19ClNO2S in total at a distorted geometry (ωB97M-V/def2-TZVPD, the OMol25 dataset).

Energy above the lowest of the compared OMol25 structures with the same formula, charge and spin ... 0.0 kcal/mol
DFT total energy ... -38575.579 eV
Total charge ... +1
F_max ... 2.156 eV Å⁻¹
HOMO energy ... -10.26 eV
Kohn-Sham gap ... 6.263 eV

```
33
Properties=species:S:1:pos:R:3:forces:R:3:mulliken_charge:R:1
H -4.337 -2.314 -2.195 0.1 0.3 0.0 0.383
H 2.897 -2.981 -1.425 -0.1 0.0 0.1 0.318
H 2.176 -0.992 -0.099 -0.1 -0.1 0.1 0.048
C 2.236 2.660 2.444 0.2 -0.1 0.1 -0.908
H 2.310 1.868 3.196 -0.1 0.1 -0.2 0.370
N 1.295 2.280 1.371 -1.6 0.1 0.7 0.216
H 1.517 1.347 -0.505 0.0 0.2 0.2 0.219
C 0.036 2.037 1.607 1.0 0.1 -0.2 0.251
C -4.066 -1.253 -2.161 0.2 0.1 0.3 -0.990
H 1.637 -2.079 1.227 0.0 0.2 -0.2 0.284
C -0.465 -1.305 -0.234 -1.4 -1.2 -1.0 0.482
Cl -0.638 2.023 3.155 0.4 0.0 -0.5 -0.051
H 2.874 2.411 0.011 -0.4 -0.1 -0.1 0.341
H -3.428 -0.968 -3.007 -0.1 -0.1 0.3 0.359
H -0.655 1.827 0.791 0.5 0.0 0.2 0.214
H 1.329 3.127 -0.568 0.2 -0.2 0.2 0.327
C 2.732 -3.060 -0.348 0.1 -0.1 -0.1 -1.336
C -1.665 -1.692 -0.919 2.1 -0.3 0.3 -0.616
H -2.494 1.161 0.203 -0.1 -0.1 -0.3 0.066
H 3.208 2.803 1.975 -0.1 0.0 0.2 0.319
O 0.522 -2.197 -0.536 0.6 0.7 0.6 -0.331
H -1.625 -2.636 -1.450 -0.4 0.2 0.0 0.443
H -4.977 -0.642 -2.121 0.2 -0.2 0.0 0.365
H -2.003 0.915 -1.531 -0.2 0.0 0.2 0.315
C 1.786 -1.990 0.144 -0.3 -0.3 -0.3 0.146
H 1.922 3.591 2.929 0.0 -0.2 -0.2 0.369
H 2.357 -4.061 -0.123 0.0 0.1 0.0 0.331
C 1.786 2.292 -0.019 -0.1 -0.1 -0.4 -0.701
C -2.797 0.802 -0.783 -0.3 0.0 -0.1 -0.757
H 3.693 -2.941 0.151 0.1 0.0 0.0 0.397
H -3.733 1.279 -1.097 0.3 0.0 0.1 0.523
O -0.280 -0.340 0.518 0.1 0.5 0.2 -0.677
S -3.150 -0.969 -0.600 -0.7 0.5 -0.3 0.280
```
Forces are in eV/Å.

Record 8
# C2H7N3O2

A cluster of 2 separate species, C2H7N3O2 in total at a distorted geometry (ωB97M-V/def2-TZVPD, the OMol25 dataset).

Energy above the lowest of the compared OMol25 structures with the same formula, charge and spin ... 53.7 kcal/mol
DFT total energy ... -10729.454 eV
Total charge ... +2
F_max ... 4.456 eV Å⁻¹
HOMO energy (alpha / beta) ... -18.02 / -17.39 eV
Kohn-Sham gap (alpha / beta) ... 9.500 / 8.854 eV

```
14
Properties=species:S:1:pos:R:3:forces:R:3:mulliken_charge:R:1
H -2.222 -2.875 1.159 -0.4 2.5 -1.7 0.379
C 0.931 1.155 -0.263 0.2 -0.9 0.6 -0.091
H 2.619 1.434 -1.317 0.6 -0.2 -0.5 0.372
O -2.002 -0.704 -1.206 -0.3 -0.9 2.3 -0.114
N -2.685 -1.963 0.715 2.6 -3.3 1.5 -0.324
C -2.267 -1.267 -0.242 0.2 0.6 -2.4 0.753
H 0.018 1.551 -0.661 -0.9 -1.0 0.4 0.421
H -3.548 -1.882 1.166 -2.2 1.0 0.5 0.305
H 2.694 2.245 0.072 -0.8 0.8 -0.7 0.397
H 0.982 -1.542 1.453 0.2 1.0 -1.0 0.256
N 2.037 2.011 -0.716 1.4 -2.7 1.4 -0.277
O 1.296 0.010 0.367 0.6 2.4 -0.7 -0.164
N 0.454 -0.906 0.798 -1.1 -0.4 0.3 -0.285
H 1.693 2.734 -1.324 -0.1 1.2 0.2 0.372
```
Forces are in eV/Å.

> What is the energy above the lowest of the compared OMol25 structures with the same formula, charge and spin in the second record?

64.8 kcal/mol